1.
DFT (ωB97M-V/def2-TZVPD) results for the ion C3H6N3S with charge +1 at a distorted geometry.

Each line ends with the Löwdin charge.
CARTESIAN COORDINATES (ANGSTROEM)
C1 -0.9513 0.3547 -1.0725  -0.0378
N1 -0.1487 -0.4130 -0.1037  -0.5103
S1 0.7845 -1.8833 -0.8535  0.9471
C2 0.8118 0.5518 0.5269  -0.0128
C3 0.6379 0.3985 1.8522  -0.0344
N2 -0.3707 -0.5010 2.0523  0.0979
N3 -0.7853 -1.0266 1.0472  0.0666
H1 -1.5162 1.0877 -0.6489  0.0732
H2 -0.4090 1.0529 -1.7135  0.1138
H3 -1.5896 -0.4045 -1.6786  0.1509
H4 1.0110 -1.2870 -2.0062  -0.1181
H5 1.3639 1.2450 -0.0724  0.1379
H6 1.1616 0.8249 2.6707  0.1261

## Properties
- ΔE to the lowest compared entry with this formula, charge and spin: 99.4 kcal/mol
- Total charge: +1
- DFT total energy: -18502.4532 eV
- SMILES: C[N@@+]1(S)C=CN=N1

***

2.
DFT (ωB97M-V/def2-TZVPD) results for the ion C3H6N3S2 with charge -1 at a distorted geometry.

Each line ends with the Löwdin charge.
CARTESIAN COORDINATES (ANGSTROEM)
C1 -0.4437 -0.0394 0.1167  -0.2119
C2 0.2153 -1.0281 -0.8589  -0.2409
N1 1.0844 -1.9690 -0.1110  -0.1208
N2 2.2535 -1.7809 0.2594  -0.5651
S1 3.4803 -0.7522 0.1214  0.4107
S2 3.0076 1.4549 -0.1486  0.3604
N3 1.4287 1.2953 -0.4475  -0.6578
C3 0.6387 0.9042 0.6405  -0.4690
H1 -0.9724 0.6785 -0.4611  0.0785
H2 -1.0486 -0.5000 0.9251  0.1046
H3 -0.4964 -1.7389 -1.2998  0.0893
H4 0.9341 -0.3035 -1.3666  0.0954
H5 0.1911 1.7681 0.8811  0.0464
H6 1.2701 0.3631 1.3925  0.0802

## Properties
- ΔE to the lowest compared entry with this formula, charge and spin: 18.1 kcal/mol
- Total charge: -1
- DFT total energy: -29346.1981 eV
- SMILES: C1C/N=N\SS[N-]C1

***

3.
DFT (ωB97M-V/def2-TZVPD) results for the molecule C3H6N4 at a distorted geometry.

Each line ends with the Löwdin charge.
CARTESIAN COORDINATES (ANGSTROEM)
C1 -0.5159 0.7538 1.1850  -0.1427
C2 0.0328 1.0342 -1.0948  -0.1731
C3 -0.2741 1.5809 0.2418  -0.1245
N1 -0.3486 -0.6609 1.0530  0.0305
N2 0.4650 -0.4291 -1.1178  0.0944
N3 0.1336 -1.0089 -0.0579  -0.3870
N4 0.3581 -2.3698 0.0175  0.0900
H1 -0.9099 0.9609 2.1977  0.1135
H2 -0.9259 1.2881 -1.5850  0.1074
H3 0.7208 1.5058 -1.7845  0.0937
H4 -0.3374 2.5931 0.2753  0.0738
H5 0.4660 -2.5105 1.1246  0.1610
H6 1.1355 -2.7375 -0.4550  0.0628

## Properties
- ΔE to the lowest compared entry with this formula, charge and spin: 107.9 kcal/mol
- DFT total energy: -9164.1768 eV

***

4.
DFT (ωB97M-V/def2-TZVPD) results for the molecule C3H6N4 at a distorted geometry.

Each line ends with the Löwdin charge.
CARTESIAN COORDINATES (ANGSTROEM)
C1 -1.6107 0.6271 -0.8038  -0.0559
C2 -0.2545 0.0365 -0.5239  -0.3103
C3 0.7211 0.7404 0.3150  -0.1648
N1 2.2747 0.1009 0.1776  0.0573
N2 2.1637 -1.0332 0.6044  -0.0875
N3 0.9593 -1.3990 0.9711  -0.0463
N4 -0.0067 -0.3620 0.8732  -0.0084
H1 -1.8151 1.4536 -0.1268  0.0749
H2 -2.3841 -0.1282 -0.6696  0.0761
H3 -1.6480 0.9994 -1.8261  0.0759
H4 0.1372 -0.6271 -1.2904  0.1394
H5 0.6663 1.7462 0.6828  0.1162
H6 0.7968 -2.1545 1.6165  0.1334

## Properties
- ΔE to the lowest compared entry with this formula, charge and spin: 90.6 kcal/mol
- DFT total energy: -9164.9288 eV
- SMILES: C[C@H]1[C@@H]2N=NNN12

***

5.
DFT (ωB97M-V/def2-TZVPD) results for the molecule C3H6N4 at a distorted geometry.

Each line ends with the Löwdin charge.
CARTESIAN COORDINATES (ANGSTROEM)
C1 2.4524 0.2800 -0.4446  -0.1210
C2 1.5439 -0.4504 0.4635  -0.2314
C3 0.1304 -0.1874 0.1973  -0.3569
N1 -0.4482 1.0956 0.2150  0.0722
N2 -1.6814 0.8743 0.0214  -0.0273
N3 -1.8745 -0.3924 -0.2071  -0.0697
N4 -0.7870 -1.1307 -0.1044  0.1170
H1 3.4646 -0.0026 -0.2668  0.0671
H2 2.4321 1.3305 -0.4939  0.0622
H3 2.1611 -0.0241 -1.4478  0.0834
H4 1.7238 0.0017 1.5112  0.1423
H5 1.7219 -1.5426 0.4886  0.1231
H6 -2.7263 -0.7438 -0.5636  0.1391

## Properties
- ΔE to the lowest compared entry with this formula, charge and spin: 36.5 kcal/mol
- DFT total energy: -9167.2740 eV
- SMILES: CCc1nn[nH]n1

***

6.
DFT (ωB97M-V/def2-TZVPD) results for the molecule C3H6N4O at a distorted geometry.

Each line ends with the Löwdin charge.
CARTESIAN COORDINATES (ANGSTROEM)
N1 -2.6871 -0.0308 -0.0995  0.1270
C1 -1.2561 0.0075 0.0607  -0.4870
N2 -0.5937 1.1363 -0.0299  0.1665
C2 0.6913 0.7324 -0.0347  -0.3727
O1 1.7404 1.5781 0.0501  0.0833
C3 0.7785 -0.6366 0.0856  -0.2806
N3 1.9197 -1.4334 -0.0970  0.0992
N4 -0.5686 -1.0706 -0.0118  0.1574
H1 -3.0618 -0.7759 0.4565  0.0719
H2 -3.0264 0.8863 -0.0507  0.0589
H3 1.4136 2.4634 -0.0814  0.0966
H4 2.1328 -1.9274 0.7645  0.0806
H5 1.7271 -2.1164 -0.7433  0.0374
H6 -0.8834 -1.9861 0.2526  0.1615

## Properties
- ΔE to the lowest compared entry with this formula, charge and spin: 23.8 kcal/mol
- DFT total energy: -11215.7457 eV
- SMILES: Nc1nc(O)c(N)[nH]1